[1]
CHN2O4 | ωB97M-V with the def2-TZVPD basis set

Values from the calculation:
Largest force on an atom ... 0.04787 hartree/bohr
Highest occupied orbital energy ... -0.174 Eh
Energy relative to the best compared isomer or geometry (same formula, charge and spin) ... 45.5 kJ/mol
Charge ... -1

```
8
Properties=species:S:1:pos:R:3:nbo_charge:R:1
O -0.6503 0.5743 -0.2272 -0.571
O 0.9179 -0.0603 -2.2166 -0.592
O -0.9707 -1.2497 -1.8191 -0.603
O -0.6127 1.4025 1.7332 -0.566
N -0.2171 0.5133 0.9705 0.581
N 0.5908 -0.4021 1.2412 -0.616
C -0.0923 -0.4734 -1.8409 1.055
H 1.0343 -0.3046 2.1587 0.312
```

=====

[2]
CHN2O4 | ωB97M-V with the def2-TZVPD basis set

Values from the calculation:
Largest force on an atom ... 0.14094 hartree/bohr
Highest occupied orbital energy ... -0.168 Eh
Energy relative to the best compared isomer or geometry (same formula, charge and spin) ... 123.1 kJ/mol
SMILES ... O=C([O-])N[N+](=O)[O-]
Charge ... -1

```
8
Properties=species:S:1:pos:R:3:nbo_charge:R:1
O -2.1087 0.1725 -0.4198 -0.428
O 2.0065 -0.6556 -0.0975 -0.750
O 0.5996 -2.3174 -0.2743 -0.751
O -1.9888 -1.9111 0.1465 -0.298
N -0.1471 -0.4789 0.7537 -0.629
N -1.6662 -0.8089 0.0927 0.666
C 0.9362 -1.2003 -0.0054 0.847
H -0.0957 0.5015 0.8268 0.344
```

=====

[3]
CHN3O2 | ωB97M-V with the def2-TZVPD basis set

Values from the calculation:
Largest force on an atom ... 0.03327 hartree/bohr
Highest occupied orbital energy ... -0.406 Eh
Energy relative to the best compared isomer or geometry (same formula, charge and spin) ... 143.3 kJ/mol
Charge ... 0

```
7
Properties=species:S:1:pos:R:3:nbo_charge:R:1
O -0.7288 -1.8254 -0.5398 -0.586
O 0.2439 0.0654 -1.4390 -0.482
N -0.1698 0.0568 0.7477 -0.461
N 0.7962 1.5159 -0.5078 0.189
N 0.4548 1.1924 0.5868 0.064
C -0.2558 -0.7177 -0.5363 0.847
H -0.3405 -0.2874 1.6884 0.429
```

=====

[4]
CHN3O2 | ωB97M-V with the def2-TZVPD basis set

Values from the calculation:
Largest force on an atom ... 0.04760 hartree/bohr
Highest occupied orbital energy ... -0.413 Eh
Energy relative to the best compared isomer or geometry (same formula, charge and spin) ... 85.6 kJ/mol
SMILES ... N#[N+][O-].N=C=O
Charge ... 0

```
7
Properties=species:S:1:pos:R:3:nbo_charge:R:1
O 2.0203 -1.3867 0.2691 -0.353
O -1.5485 1.1890 1.5560 -0.485
N 2.0464 -0.3731 -0.3271 0.421
N 2.1417 0.6600 -0.7290 -0.068
N -1.3562 0.1166 -0.5007 -0.791
C -1.5737 0.5741 0.5923 0.853
H -1.7300 -0.7798 -0.8607 0.422
```

=====

Please write out number 1 again, unchanged.
CHN2O4 | ωB97M-V with the def2-TZVPD basis set

Values from the calculation:
Largest force on an atom ... 0.04787 hartree/bohr
Highest occupied orbital energy ... -0.174 Eh
Energy relative to the best compared isomer or geometry (same formula, charge and spin) ... 45.5 kJ/mol
Charge ... -1

```
8
Properties=species:S:1:pos:R:3:nbo_charge:R:1
O -0.6503 0.5743 -0.2272 -0.571
O 0.9179 -0.0603 -2.2166 -0.592
O -0.9707 -1.2497 -1.8191 -0.603
O -0.6127 1.4025 1.7332 -0.566
N -0.2171 0.5133 0.9705 0.581
N 0.5908 -0.4021 1.2412 -0.616
C -0.0923 -0.4734 -1.8409 1.055
H 1.0343 -0.3046 2.1587 0.312
```